DFT (wB97M-V/def2-TZVPD) results for a structure of composition C13H20IrN8OS at a distorted geometry.

The geometry in ORCA input format:
```
! wB97M-V def2-TZVPD RIJCOSX def2/J DEFGRID3
* xyz 1 1
Ir -1.246 -2.387 -0.762
N 1.435 -2.697 -2.835
C 1.852 -2.476 -1.577
N 3.155 -2.397 -1.344
C 3.515 -2.217 -0.079
N 4.826 -2.080 0.193
N 2.662 -2.121 0.965
C 1.400 -2.210 0.626
N 0.916 -2.379 -0.608
C 0.362 -2.156 1.677
C 0.644 -2.022 3.026
C -0.412 -2.009 3.922
C -1.709 -2.128 3.443
C -1.926 -2.255 2.086
N -0.896 -2.266 1.220
H 2.103 -2.499 -3.563
H 0.473 -2.479 -3.046
H 5.470 -2.399 -0.513
H 5.110 -2.221 1.149
H 1.675 -1.938 3.339
H -0.225 -1.911 4.983
H -2.559 -2.127 4.111
H -2.910 -2.348 1.651
O -2.906 -2.728 -1.062
C 0.273 2.689 -3.577
C -1.121 2.697 -2.975
N -1.096 2.698 -1.511
C -1.055 1.619 -0.731
S -1.145 0.062 -1.429
N -0.975 1.787 0.598
C -0.962 3.063 1.306
C -2.344 3.685 1.450
H 0.210 2.697 -4.665
H 0.816 1.796 -3.266
H 0.843 3.565 -3.264
H -1.693 1.830 -3.298
H -1.673 3.587 -3.279
H -1.010 3.596 -1.062
H -0.990 0.938 1.136
H -0.269 3.743 0.804
H -0.530 2.869 2.287
H -2.794 3.902 0.480
H -2.279 4.617 2.011
H -3.013 3.009 1.983
*
```

Properties
lowest unoccupied orbital energy (spin up / spin down): -3.651 / -3.812 eV
HOMO (spin up / spin down): -10.891 / -10.655 eV
M: 528.6 g mol⁻¹

=====

DFT (wB97M-V/def2-TZVPD) results for the ion C6H10N with charge +1 at a distorted geometry.

The geometry in ORCA input format:
```
! wB97M-V def2-TZVPD RIJCOSX def2/J DEFGRID3
* xyz 1 1
C 2.484 1.146 -0.134
C 1.305 0.572 0.161
C 1.493 -0.950 0.301
C 0.063 1.174 -0.197
C -1.096 0.653 0.081
C -2.332 0.758 -0.586
N -1.937 -0.536 0.001
H 2.681 2.076 -0.685
H 3.211 0.362 0.028
H 2.530 -1.162 0.220
H 1.102 -1.416 -0.648
H 1.014 -1.309 1.118
H 0.070 2.264 -0.407
H -3.183 1.471 -0.304
H -2.077 0.673 -1.701
H -2.258 -0.979 0.797
H -1.860 -1.414 -0.530
*
```

Properties
lowest unoccupied orbital energy: -4.353 eV
HOMO: -13.235 eV
SMILES: C=C(C)/C=C1/C[NH2+]1
M: 96.2 g mol⁻¹

=====

DFT (wB97M-V/def2-TZVPD) results for the molecule C4H8N4O at a distorted geometry.

The geometry in ORCA input format:
```
! wB97M-V def2-TZVPD RIJCOSX def2/J DEFGRID3
* xyz 0 1
C 2.547 -0.596 0.399
C 1.507 0.129 -0.034
N 1.622 1.389 -0.582
C 0.114 -0.392 -0.037
N -0.056 -1.717 -0.106
N -0.860 0.474 0.020
C -2.204 0.050 -0.126
N -2.910 1.175 0.105
O -2.637 -1.095 -0.080
H 3.548 -0.196 0.403
H 2.438 -1.593 0.788
H 2.427 1.927 -0.306
H 0.746 1.888 -0.622
H 0.702 -2.353 -0.274
H -1.018 -2.050 -0.112
H -2.056 1.846 0.352
H -3.909 1.113 0.212
*
```

Properties
lowest unoccupied orbital energy: 0.744 eV
HOMO: -8.601 eV
SMILES: C=C(N)/C(N)=N/C(N)=O
M: 128.1 g mol⁻¹

=====

DFT (wB97M-V/def2-TZVPD) results for a structure of composition C18H26BN4O3RuS2.

The geometry in ORCA input format:
```
! wB97M-V def2-TZVPD RIJCOSX def2/J DEFGRID3
* xyz 3 5
Ru 0.041 0.065 -0.008
N 1.910 -1.418 3.315
C 0.654 -1.689 3.827
C -0.233 -1.268 2.896
N 0.469 -0.752 1.818
C 1.765 -0.860 2.114
C 2.725 -0.389 1.130
N 2.245 0.114 0.001
C 3.333 0.462 -0.766
C 4.469 0.160 -0.082
N 4.064 -0.379 1.117
H 2.779 -1.614 3.793
H 0.515 -2.153 4.789
H -1.309 -1.306 2.916
H 3.238 0.884 -1.752
H 5.509 0.273 -0.338
H 4.689 -0.698 1.843
O -2.794 0.730 1.346
B -1.519 1.129 0.870
O -1.388 2.535 1.140
C -2.507 2.937 1.741
C -2.843 4.197 2.201
C -4.086 4.285 2.782
C -4.981 3.145 2.896
C -4.644 1.888 2.446
C -3.394 1.802 1.868
H -2.176 5.043 2.117
H -4.426 5.233 3.178
H -5.949 3.305 3.353
H -5.305 1.037 2.531
C -0.578 -3.438 -0.151
S -0.324 -2.111 -1.349
C -2.006 -1.858 -1.985
H -1.298 -3.148 0.610
H 0.387 -3.663 0.299
H -0.930 -4.318 -0.686
H -2.061 -2.272 -2.990
H -2.227 -0.794 -2.016
H -2.714 -2.371 -1.338
C 0.563 1.862 -5.479
C -0.376 1.852 -4.277
S 0.568 1.861 -2.745
O -0.322 1.007 -1.774
C 0.390 3.535 -2.122
C -1.007 4.133 -2.166
H -0.037 1.835 -6.387
H 1.225 0.997 -5.482
H 1.169 2.768 -5.515
H -0.963 0.936 -4.203
H -1.054 2.702 -4.269
H 1.128 4.120 -2.677
H 0.762 3.433 -1.099
H -1.259 4.510 -3.154
H -1.044 4.981 -1.483
H -1.766 3.413 -1.857
*
```

Properties
lowest unoccupied orbital energy (spin up / spin down): -8.248 / -11.721 eV
HOMO (spin up / spin down): -17.065 / -17.291 eV
M: 522.4 g mol⁻¹

=====

DFT (wB97M-V/def2-TZVPD) results for a cluster of 8 separate species, C40H36N8O12 in total at a distorted geometry.

The geometry in ORCA input format:
```
! wB97M-V def2-TZVPD RIJCOSX def2/J DEFGRID3
* xyz 0 1
O -2.123 13.632 -1.193
N -1.027 13.273 -1.381
O -0.172 13.965 -1.983
C -0.667 11.843 -1.052
C 0.635 11.347 -1.182
C 0.941 10.031 -0.936
C -0.037 9.163 -0.478
C -1.316 9.660 -0.218
C -1.646 10.980 -0.571
H 1.433 11.964 -1.569
H 1.933 9.632 -1.082
H 0.142 8.129 -0.224
H -2.034 8.893 0.031
H -2.668 11.305 -0.444
O -6.954 7.671 4.261
N -6.218 6.697 4.523
O -6.212 5.678 3.890
C -5.186 7.000 5.533
C -4.045 6.143 5.666
C -3.073 6.426 6.696
C -3.208 7.568 7.510
C -4.271 8.505 7.268
C -5.225 8.186 6.302
H -3.964 5.312 4.980
H -2.234 5.746 6.733
H -2.590 7.915 8.325
H -4.431 9.441 7.784
H -6.042 8.890 6.359
O -0.981 -1.709 -8.232
N -1.724 -0.811 -7.936
O -2.457 -0.870 -6.940
C -1.777 0.427 -8.749
C -2.309 1.573 -8.280
C -2.402 2.745 -9.086
C -1.916 2.622 -10.404
C -1.293 1.480 -10.844
C -1.189 0.357 -10.025
H -2.829 1.709 -7.343
H -2.934 3.617 -8.737
H -1.971 3.516 -11.007
H -0.702 1.613 -11.738
H -0.686 -0.510 -10.428
O -6.291 -12.404 -1.398
N -5.617 -11.530 -0.827
O -4.803 -11.736 0.036
C -5.780 -10.158 -1.323
C -6.870 -9.763 -2.190
C -7.055 -8.479 -2.566
C -6.165 -7.519 -2.002
C -5.133 -7.888 -1.123
C -4.969 -9.201 -0.772
H -7.658 -10.442 -2.482
H -7.992 -8.261 -3.056
H -6.439 -6.481 -2.123
H -4.436 -7.199 -0.669
H -4.244 -9.447 -0.010
O -1.911 -1.214 5.356
N -1.416 -2.178 4.758
O -2.075 -2.881 3.996
C -0.028 -2.623 5.194
C 0.593 -3.777 4.712
C 1.891 -4.085 4.995
C 2.602 -3.202 5.825
C 2.056 -2.042 6.311
C 0.685 -1.825 6.060
H 0.047 -4.405 4.024
H 2.274 -5.021 4.615
H 3.656 -3.282 6.045
H 2.489 -1.284 6.946
H 0.201 -1.032 6.611
O 7.438 -5.213 0.979
N 8.566 -5.513 1.231
O 9.334 -4.800 1.867
C 9.054 -6.903 0.839
C 10.384 -7.251 1.166
C 10.841 -8.496 0.778
C 10.004 -9.413 0.148
C 8.641 -9.125 -0.083
C 8.194 -7.843 0.208
H 11.053 -6.546 1.638
H 11.869 -8.682 1.051
H 10.325 -10.420 -0.072
H 8.017 -9.781 -0.672
H 7.143 -7.659 0.041
C 0.544 -1.524 -0.942
C 0.006 -0.454 -0.256
N -0.422 0.461 0.383
H 0.841 -1.135 -1.916
H -0.228 -2.292 -0.994
H 1.409 -1.921 -0.411
C 5.775 1.687 -0.778
C 5.964 3.045 -0.370
N 6.096 4.164 -0.031
H 5.446 1.690 -1.817
H 4.876 1.445 -0.212
H 6.644 1.083 -0.516
*
```

Properties
lowest unoccupied orbital energy: -0.676 eV
HOMO: -9.986 eV
SMILES: O=[N+]([O-])c1ccccc1.O=[N+]([O-])c1ccccc1.O=[N+]([O-])c1ccccc1.O=[N+]([O-])c1ccccc1.O=[N+]([O-])c1ccccc1.O=[N+]([O-])c1ccccc1.CC#N.CC#N
M: 820.8 g mol⁻¹

=====

DFT (wB97M-V/def2-TZVPD) results for a cluster of 2 separate species, C3H11BBrCl2NOP in total at a distorted geometry.

The geometry in ORCA input format:
```
! wB97M-V def2-TZVPD RIJCOSX def2/J DEFGRID3
* xyz 1 1
C 3.023 -0.710 -0.401
B 1.618 -0.460 -1.266
O 1.306 0.811 -1.983
P 0.367 -1.959 -1.234
Br -0.443 -2.266 -3.381
C -1.061 -1.364 -0.049
N -1.509 -0.026 -0.604
H 3.153 -1.863 -0.183
H 2.971 -0.102 0.601
H 3.934 -0.305 -1.029
H 0.994 1.516 -1.313
H 1.030 -3.158 -0.725
H -1.949 -2.134 -0.005
H -0.561 -1.309 1.016
H -2.538 0.022 -0.767
H -1.144 0.784 -0.057
C -1.955 2.437 2.214
Cl -0.536 2.997 1.321
Cl -1.800 2.788 3.940
H -2.842 2.944 1.826
H -2.058 1.358 2.079
*
```

Properties
lowest unoccupied orbital energy: -5.387 eV
HOMO: -13.821 eV
M: 269.7 g mol⁻¹

=====

DFT (wB97M-V/def2-TZVPD) results for a structure of composition C13H29N6O2SSn at a distorted geometry.

The geometry in ORCA input format:
```
! wB97M-V def2-TZVPD RIJCOSX def2/J DEFGRID3
* xyz 3 1
Sn 0.150 0.018 -0.512
N 0.575 -2.278 -1.825
C -0.575 -3.042 -2.302
C -1.728 -3.042 -1.275
N -2.138 -1.717 -0.859
C -3.113 -1.012 -1.666
C -2.505 -0.330 -2.901
N -1.439 0.603 -2.516
H 1.168 -2.071 -2.632
H 1.132 -2.860 -1.199
H -0.312 -4.090 -2.480
H -0.905 -2.626 -3.253
H -1.408 -3.595 -0.389
H -2.564 -3.582 -1.736
H -2.445 -1.732 0.111
H -3.590 -0.252 -1.040
H -3.888 -1.697 -2.030
H -3.321 0.188 -3.416
H -2.099 -1.074 -3.584
H -1.882 1.483 -2.251
H -0.881 0.812 -3.343
C 1.170 -3.664 1.537
O 1.494 -2.305 1.300
C 2.420 -1.802 2.241
C 2.555 -0.295 2.045
O 1.296 0.350 1.958
C 0.609 0.462 3.202
H 2.057 -4.302 1.450
H 0.431 -3.966 0.798
H 0.751 -3.798 2.540
H 3.402 -2.280 2.114
H 2.079 -2.039 3.258
H 3.054 -0.098 1.088
H 3.159 0.132 2.853
H 1.209 1.028 3.923
H 0.378 -0.510 3.644
H -0.320 0.994 3.002
S 2.624 1.221 -1.358
C 2.509 0.249 -2.675
N 2.304 -0.496 -3.532
C 0.430 5.482 2.142
N 0.015 4.519 1.160
C -0.897 4.709 0.188
C -1.003 3.507 -0.491
N -0.163 2.596 0.068
C 0.444 3.246 1.061
H 0.118 6.477 1.834
H 1.513 5.466 2.261
H -0.031 5.268 3.109
H -1.414 5.635 0.023
H -1.623 3.298 -1.339
H 1.196 2.818 1.696
*
```

Properties
lowest unoccupied orbital energy (spin up / spin down): -14.283 / -14.388 eV
HOMO (spin up / spin down): -18.172 / -17.891 eV
M: 452.2 g mol⁻¹

=====

DFT (wB97M-V/def2-TZVPD) results for a cluster of 7 separate species, C41H47F6N4O3PSi in total at a distorted geometry.

The geometry in ORCA input format:
```
! wB97M-V def2-TZVPD RIJCOSX def2/J DEFGRID3
* xyz 0 1
N -1.090 2.047 -0.116
P 0.616 2.539 0.044
O 1.146 2.877 -1.589
Si 1.918 0.910 0.738
C 1.119 -0.871 0.517
C 1.272 -1.357 -1.043
C -0.195 -1.502 -1.793
O -0.314 -2.042 -3.036
O -1.492 -1.068 -1.177
C 2.640 1.139 2.508
C 1.527 1.274 3.704
N 2.316 1.201 5.026
N 0.783 2.594 3.716
N 0.515 0.147 3.767
H -1.619 2.956 -0.283
H -1.171 1.547 -1.049
H 1.199 3.866 -1.736
H 3.085 0.900 -0.181
H 1.776 -1.606 1.184
H 0.029 -0.903 0.944
H 1.905 -0.555 -1.662
H 1.794 -2.429 -1.061
H -2.133 -1.818 -1.422
H 3.366 2.080 2.488
H 3.290 0.164 2.731
H 2.639 0.217 5.162
H 3.134 1.873 4.999
H 0.489 2.780 4.709
H 1.495 3.313 3.410
H -0.346 0.386 3.203
H 0.196 0.104 4.780
F -2.175 4.279 -0.930
C -3.371 4.358 -1.527
C -3.890 5.605 -1.857
C -5.133 5.688 -2.483
C -5.850 4.521 -2.763
C -5.323 3.274 -2.423
C -4.074 3.192 -1.807
H -3.323 6.500 -1.624
H -5.544 6.658 -2.753
H -6.822 4.587 -3.248
H -5.884 2.368 -2.638
H -3.646 2.230 -1.544
F 6.955 -0.384 -4.251
C 5.662 -0.045 -4.347
C 4.941 -0.413 -5.478
C 3.594 -0.066 -5.576
C 2.985 0.656 -4.547
C 3.719 1.025 -3.418
C 5.063 0.668 -3.315
H 5.433 -0.967 -6.271
H 3.019 -0.355 -6.453
H 1.935 0.931 -4.626
H 3.244 1.591 -2.620
H 5.646 0.939 -2.441
F -7.220 2.696 0.376
C -6.633 3.464 1.304
C -5.249 3.439 1.437
C -4.637 4.242 2.399
C -5.417 5.055 3.225
C -6.806 5.070 3.086
C -7.417 4.275 2.117
H -4.660 2.795 0.793
H -3.555 4.235 2.506
H -4.940 5.679 3.978
H -7.412 5.701 3.733
H -8.494 4.281 1.990
F 5.421 -5.373 -1.896
C 6.565 -4.683 -1.994
C 7.640 -5.021 -1.179
C 8.833 -4.307 -1.285
C 8.935 -3.254 -2.198
C 7.849 -2.919 -3.008
C 6.659 -3.641 -2.910
H 7.540 -5.837 -0.470
H 9.682 -4.568 -0.658
H 9.864 -2.694 -2.276
H 7.929 -2.097 -3.715
H 5.808 -3.400 -3.538
F -1.321 -0.590 6.778
C -0.522 -1.604 7.135
C 0.449 -1.399 8.109
C 1.279 -2.456 8.484
C 1.135 -3.704 7.872
C 0.160 -3.898 6.892
C -0.676 -2.844 6.525
H 0.552 -0.421 8.567
H 2.036 -2.309 9.250
H 1.785 -4.527 8.162
H 0.053 -4.869 6.414
H -1.445 -2.979 5.771
F -4.154 -2.249 -2.224
C -4.194 -3.165 -3.201
C -3.108 -3.298 -4.059
C -3.147 -4.256 -5.073
C -4.278 -5.062 -5.224
C -5.365 -4.917 -4.362
C -5.321 -3.967 -3.341
H -2.242 -2.658 -3.931
H -2.300 -4.373 -5.743
H -4.310 -5.805 -6.018
H -6.246 -5.542 -4.485
H -6.154 -3.847 -2.656
*
```

Properties
lowest unoccupied orbital energy: 0.565 eV
HOMO: -7.987 eV
SMILES: NP(O)[Si@H](CCC(=O)O)CC(N)(N)N.Fc1ccccc1.Fc1ccccc1.Fc1ccccc1.Fc1ccccc1.Fc1ccccc1.Fc1ccccc1
M: 816.9 g mol⁻¹

=====

DFT (wB97M-V/def2-TZVPD) results for a cluster of 3 separate species, C18H42N3O4S2 in total at a distorted geometry.

The geometry in ORCA input format:
```
! wB97M-V def2-TZVPD RIJCOSX def2/J DEFGRID3
* xyz 1 1
C 2.337 2.855 0.284
C 2.449 1.392 -0.033
O 2.461 0.938 -1.150
O 2.595 0.594 1.077
C 1.450 -0.220 1.364
C 0.832 0.236 2.677
C -0.219 -0.726 3.234
C -1.687 -0.467 2.895
N -2.043 0.935 3.150
C -2.632 1.758 2.318
N -2.960 3.016 2.708
N -2.999 1.235 1.074
S -4.508 1.860 0.441
C -1.907 1.298 0.037
C -2.071 0.101 -0.922
C -2.167 0.459 -2.405
S -0.637 0.273 -3.347
H 1.614 3.322 -0.380
H 2.032 3.009 1.317
H 3.313 3.318 0.147
H 0.743 -0.198 0.532
H 1.802 -1.247 1.462
H 0.440 1.251 2.564
H 1.653 0.300 3.391
H 0.015 -1.737 2.902
H -0.146 -0.740 4.323
H -2.275 -1.073 3.585
H -1.985 -0.737 1.888
H -1.824 1.266 4.080
H -2.629 3.281 3.626
H -2.784 3.744 2.027
H -4.174 3.122 0.108
H -1.950 2.240 -0.509
H -0.951 1.233 0.563
H -1.274 -0.624 -0.762
H -3.004 -0.392 -0.643
H -2.590 1.451 -2.553
H -2.841 -0.246 -2.893
H -0.011 1.392 -2.970
C -5.868 -4.329 -4.021
C -4.450 -3.945 -3.642
O -4.346 -2.696 -2.973
C -5.045 -2.582 -1.751
C -4.605 -3.569 -0.682
H -6.319 -3.559 -4.648
H -5.862 -5.267 -4.574
H -6.506 -4.466 -3.147
H -3.847 -3.829 -4.542
H -3.981 -4.737 -3.048
H -6.127 -2.646 -1.911
H -4.843 -1.563 -1.410
H -4.803 -4.601 -0.971
H -5.144 -3.377 0.247
H -3.534 -3.476 -0.493
C 5.677 -0.227 -0.002
C 6.843 0.088 0.920
O 8.012 0.520 0.254
C 7.886 1.692 -0.528
C 7.455 2.921 0.255
H 5.961 -0.985 -0.732
H 4.832 -0.596 0.577
H 5.341 0.652 -0.553
H 7.140 -0.812 1.457
H 6.540 0.821 1.679
H 7.210 1.521 -1.374
H 8.877 1.858 -0.948
H 6.458 2.804 0.686
H 7.434 3.791 -0.402
H 8.151 3.119 1.071
*
```

Properties
lowest unoccupied orbital energy: -3.431 eV
HOMO: -11.031 eV
M: 428.7 g mol⁻¹

=====

DFT (wB97M-V/def2-TZVPD) results for the molecule C2H4N4O.

The geometry in ORCA input format:
```
! wB97M-V def2-TZVPD RIJCOSX def2/J DEFGRID3
* xyz 0 1
N 2.220 0.260 -0.062
C 0.797 0.072 -0.018
N 1.323 -1.086 -0.133
N -1.199 -1.311 -0.026
C -1.341 -0.048 0.051
O -2.531 0.585 0.115
N -0.242 0.818 0.076
H 2.736 0.413 0.797
H 2.662 0.570 -0.920
H -2.081 -1.806 -0.038
H -2.344 1.533 0.158
*
```

Properties
lowest unoccupied orbital energy: 0.384 eV
HOMO: -9.075 eV
M: 100.1 g mol⁻¹

=====

What did the tenth record say?
DFT (wB97M-V/def2-TZVPD) results for the molecule C2H4N4O.

The geometry in ORCA input format:
```
! wB97M-V def2-TZVPD RIJCOSX def2/J DEFGRID3
* xyz 0 1
N 2.220 0.260 -0.062
C 0.797 0.072 -0.018
N 1.323 -1.086 -0.133
N -1.199 -1.311 -0.026
C -1.341 -0.048 0.051
O -2.531 0.585 0.115
N -0.242 0.818 0.076
H 2.736 0.413 0.797
H 2.662 0.570 -0.920
H -2.081 -1.806 -0.038
H -2.344 1.533 0.158
*
```

Properties
lowest unoccupied orbital energy: 0.384 eV
HOMO: -9.075 eV
M: 100.1 g mol⁻¹

=====

- The highest M belongs to which entry?
  C40H36N8O12